Model w:
Here is 2 unconnected molecules or ions with the total composition C4H5NO3 from the OMol25 dataset. Energies are from wB97M-V/def2-TZVPD.

Positions of all 13 atoms, in Å:
O (-0.794, 0.742, -2.442)
C (-1.438, -0.064, -1.820)
O (-2.745, -0.349, -2.022)
C (-0.913, -0.844, -0.736)
C (-0.334, -1.309, 0.221)
O (0.244, -1.721, 1.304)
H (-3.306, -0.650, -1.330)
H (0.776, -0.983, 1.564)
C (1.435, 1.179, 0.838)
N (1.952, 0.725, 1.871)
H (1.853, 1.313, -0.108)
H (0.313, 1.551, 0.964)
H (2.958, 0.410, 1.699)

HOMO-LUMO gap, eV: 10.650
Charge: 0
Structure (SMILES): O=C(O)C#CO.C=N
HOMO, eV: -10.089
LUMO, eV: 0.6



Model x:
Here is 2 unconnected molecules or ions with the total composition C4H5NO3 from the OMol25 dataset. Energies are from wB97M-V/def2-TZVPD.

Positions of all 13 atoms, in Å:
C (0.387, -0.492, -0.173)
C (-0.372, -0.158, -1.384)
C (1.620, 0.333, 0.175)
O (0.065, -1.389, 0.652)
O (1.358, 1.190, 1.129)
C (-1.437, 0.855, 1.544)
O (2.636, 0.212, -0.455)
N (-2.033, -0.124, 1.319)
H (-1.007, -1.361, 0.850)
H (0.361, 1.153, 1.456)
H (-1.374, -0.578, -1.380)
H (0.209, -0.567, -2.222)
H (-0.413, 0.925, -1.512)

HOMO-LUMO gap, eV: 8.966
Charge: 0
HOMO, eV: -10.807
LUMO, eV: -1.8



Model y:
Here is C4H5NO3 in the gas phase from the OMol25 dataset. Energies are from wB97M-V/def2-TZVPD.

Positions of all 13 atoms, in Å:
O (2.698, 0.715, -0.168)
C (1.924, -0.511, -0.233)
C (0.698, -0.186, 0.375)
C (-0.553, -0.850, -0.157)
C (-1.536, 0.245, -0.236)
O (-2.824, 0.042, -0.053)
N (-0.980, 1.468, -0.200)
O (0.544, 1.247, -0.093)
H (2.056, -1.632, -0.222)
H (0.750, 0.016, 1.365)
H (-1.264, -1.639, 0.512)
H (-0.308, -1.359, -1.203)
H (-1.204, 2.445, 0.314)

HOMO-LUMO gap, eV: 8.460
Charge: 0
Structure (SMILES): O=C[C@@H]1CC(=O)NO1
HOMO, eV: -9.803
LUMO, eV: -1.3



Model z:
Here is C4H5NO3 in the gas phase from the OMol25 dataset. Energies are from wB97M-V/def2-TZVPD.

Positions of all 13 atoms, in Å:
O (-2.369, -0.580, -1.009)
C (-1.863, 0.330, -0.429)
C (-0.723, 0.005, 0.467)
C (0.388, 1.012, 0.235)
N (1.349, 0.947, -0.781)
O (1.706, -0.296, -1.217)
C (1.362, -1.017, 0.046)
O (-0.088, -1.150, 0.095)
H (-2.239, 1.465, -0.679)
H (-0.958, -0.166, 1.602)
H (0.195, 2.138, 0.818)
H (1.506, -2.162, -0.116)
H (1.733, -0.526, 0.968)

HOMO-LUMO gap, eV: 9.752
Charge: 0
Structure (SMILES): O=C[C@@H]1C=NOCO1
HOMO, eV: -9.562
LUMO, eV: 0.2



Which structure is the least stable? The one labeled model y.